Entry 1:
Here is a 2-piece molecular cluster, C3H4ClN3O2 overall at a distorted geometry from OMol25. Energies are from ωB97M-V/def2-TZVPD.

Last column: natural (NBO) charge in e.
Atoms and positions in Å:
C  -0.8206  -0.0455  -1.2255  0.2241
C  -0.8305  -0.3876  1.0347  0.4423
C  0.1353  0.8069  -0.6457  -0.4398
N  -1.4462  -0.7225  -0.1712  -0.6005
N  0.1089  0.4787  0.7856  -0.4768
N  -0.3461  -7.1205  -4.6828  0.8468
O  -1.4366  -6.8779  -4.7902  0.0675
O  0.7069  -7.2831  -4.3940  0.0857
Cl  -1.1256  -1.0119  2.5634  0.2395
H  1.2076  0.8276  -0.8485  0.3116
H  -0.2245  1.8622  -0.9742  0.3476
H  -2.4069  -1.0800  -0.3303  0.4794
H  0.7494  0.9652  1.4294  0.4725

Force components x, y, z for each atom (eV/Å):
C -2.384 -2.226 -1.063
C 0.150 0.264 0.116
C 1.190 1.619 1.298
N 0.703 1.770 -1.062
N 0.021 1.209 0.806
N -2.028 0.886 1.046
O 0.965 -0.521 -0.659
O 1.070 -0.483 -0.487
Cl -0.184 0.072 -0.582
H -0.167 -0.347 -1.142
H 0.258 -1.260 0.980
H 1.109 -0.199 0.636
H -0.703 -0.783 0.113

Summary:
total charge	+2

Entry 2:
Here is C4H6CoFO4 as an isolated structure at a distorted geometry from OMol25. Energies are from ωB97M-V/def2-TZVPD.

Last column: Mulliken spin population.
Atoms and positions in Å:
C  2.4985  -3.3779  0.3673  0.0247
O  1.2108  -3.4407  0.8937  0.8237
H  3.2066  -4.0216  0.9274  0.0994
H  2.5377  -3.6994  -0.6935  0.0124
H  2.8701  -2.3357  0.4161  0.0492
C  -1.7115  -5.8528  -1.2912  -0.0200
O  -1.0641  -4.8655  -1.8624  -0.0009
C  -0.4713  -3.9013  -0.9848  0.0104
C  0.0531  -4.5982  0.2705  -0.0172
O  -1.3314  -6.2337  -0.1215  0.1188
O  -2.8487  -6.1958  -1.6763  0.1451
F  -1.4445  -3.0024  -0.6735  0.0017
H  0.3066  -3.4059  -1.5723  0.0009
H  0.7812  -5.3761  -0.0011  0.0033
H  -0.6235  -4.4351  1.1154  0.0033
Co  -2.7958  -7.4849  -0.2672  2.7452

Force components x, y, z for each atom (eV/Å):
C -0.284 0.478 -1.484
O -0.222 -0.754 -0.548
H -0.232 0.035 0.382
H -0.105 -0.207 0.483
H -0.195 -0.317 0.550
C -0.409 3.232 1.019
O 0.229 -0.192 -0.542
C -0.518 0.257 -0.236
C 1.977 2.576 0.174
O 0.058 -1.433 -0.316
O 0.091 -1.203 -1.074
F 0.682 -0.616 0.079
H -0.117 -0.111 0.046
H -0.615 -0.007 0.902
H 0.562 -0.916 -0.029
Co -0.901 -0.821 0.593

Summary:
total charge	+2
spin multiplicity	5
energy relative to the best compared isomer or geometry (same formula, charge and spin)	0.0	kJ/mol
<S²>	6.011

Entry 3:
Here is C16H20IN2O3PtS as an isolated structure at a distorted geometry from OMol25. Energies are from ωB97M-V/def2-TZVPD.

Last column: natural (NBO) charge in e.
Atoms and positions in Å:
Pt  -1.4128  1.9188  -0.4504  1.2054
I  -5.9243  5.1095  -3.2656  0.3266
C  -4.1018  4.5604  -2.4721  -0.2976
C  -2.9509  5.3244  -2.4162  0.0142
N  -2.0054  4.5922  -1.8058  -0.3094
N  -2.4871  3.3843  -1.4618  -0.4103
C  -3.7645  3.3552  -1.8636  -0.0176
H  -2.7606  6.3188  -2.7872  0.2733
H  -1.0554  4.8641  -1.6043  0.4379
H  -4.3830  2.4866  -1.7058  0.2514
C  5.9103  -6.1657  1.6392  -0.7642
C  4.8458  -5.2630  2.1116  0.6682
O  3.8120  -5.3668  2.6153  -0.3863
S  5.5226  -3.3277  1.7036  0.4977
C  4.2182  -2.3374  1.5280  -0.1026
C  2.8846  -2.5953  2.0522  -0.1751
C  1.8807  -1.7602  1.7447  -0.1305
C  2.1114  -0.5923  0.9037  0.1272
C  3.4589  -0.2843  0.4646  -0.1536
C  4.4673  -1.1106  0.7735  -0.1451
C  1.0560  0.1696  0.5228  -0.1536
C  0.0749  0.8497  0.1736  -0.0532
H  5.5765  -7.1940  1.7735  0.3087
H  6.8252  -6.0017  2.2161  0.3019
H  6.1453  -5.9778  0.5894  0.2905
H  2.7020  -3.4429  2.6926  0.2836
H  0.8813  -1.9501  2.1118  0.2651
H  3.6436  0.6093  -0.1156  0.2707
H  5.4766  -0.8881  0.4501  0.2761
C  -1.4545  2.8941  2.6733  -0.2527
O  -2.3265  2.5180  1.5725  -0.7496
H  -1.8986  2.5710  3.6123  0.2195
H  -1.2924  3.9697  2.6984  0.2076
H  -0.5092  2.3822  2.5255  0.1844
H  -3.1667  2.9869  1.6681  0.5251
C  -3.9057  -1.3380  -2.6297  -0.6521
C  -2.8205  -0.2951  -2.5308  -0.0667
O  -2.8885  0.3870  -1.2323  -0.7421
H  -3.8046  -1.8750  -3.5723  0.2661
H  -4.8934  -0.8794  -2.6002  0.2375
H  -3.8351  -2.0668  -1.8186  0.2175
H  -2.9343  0.4811  -3.2843  0.2067
H  -1.8356  -0.7476  -2.6492  0.1837
H  -3.0819  -0.2732  -0.5506  0.5157

Force components x, y, z for each atom (eV/Å):
Pt 0.401 0.865 -0.391
I 0.121 -0.056 0.037
C -0.179 0.066 -0.073
C -0.021 -0.058 -0.055
N 0.043 0.201 0.045
N -0.673 -0.876 0.346
C -0.039 0.199 -0.066
H 0.090 0.001 0.058
H -0.015 -0.026 -0.026
H 0.070 -0.026 0.056
C 0.288 -0.063 -0.123
C -0.232 -0.360 0.398
O -0.008 0.013 -0.073
S 0.118 0.270 -0.305
C 0.220 -0.216 0.089
C -0.115 0.056 -0.087
C 0.050 -0.021 -0.015
C 0.011 -0.108 -0.104
C 0.041 0.064 0.033
C -0.006 0.184 0.117
C -0.124 0.206 0.003
C -0.613 -0.656 0.354
H -0.085 0.025 0.015
H -0.056 0.091 0.053
H -0.060 0.040 -0.001
H 0.077 -0.073 -0.031
H -0.015 0.083 -0.004
H -0.109 0.010 -0.015
H 0.021 -0.097 0.009
C 0.002 0.068 0.256
O 0.525 -0.054 -0.087
H -0.054 -0.038 -0.031
H -0.012 0.007 -0.105
H -0.014 -0.029 -0.020
H -0.008 0.014 -0.276
C -0.137 0.202 0.159
C 0.106 -0.317 -0.390
O 0.292 0.289 0.112
H 0.010 -0.001 0.001
H -0.016 -0.034 -0.023
H 0.045 -0.044 -0.045
H -0.022 0.109 0.099
H 0.062 0.070 0.136
H 0.018 0.020 -0.029

Summary:
total charge	+3
energy relative to the best compared isomer or geometry (same formula, charge and spin)	349.3	kJ/mol

Entry 4:
Here is a 13-piece molecular cluster, H26O13 overall at a distorted geometry from OMol25. Energies are from ωB97M-V/def2-TZVPD.

Last column: natural (NBO) charge in e.
Atoms and positions in Å:
O  -2.6155  -1.7596  -1.3168  -0.9582
H  -3.5135  -2.0676  -1.2508  0.4673
H  -2.2355  -2.1046  -0.5058  0.4855
O  1.6465  -2.3686  0.1622  -0.9580
H  1.1885  -2.7056  0.9302  0.4773
H  2.2275  -3.0616  -0.1558  0.4842
O  1.2905  2.4354  -0.4768  -0.9616
H  1.6655  2.1904  0.3662  0.4519
H  1.3775  1.5814  -0.9128  0.4840
O  -3.1095  2.9944  1.2712  -0.9485
H  -2.1375  2.9324  1.2372  0.4712
H  -3.4275  2.5234  0.4902  0.4720
O  -1.4345  -2.6376  1.2792  -0.9613
H  -1.7005  -3.4476  1.6752  0.4799
H  -1.0625  -2.0606  1.9622  0.4886
O  -0.5135  2.0644  1.8852  -0.9385
H  -0.1055  1.8824  2.7282  0.4800
H  0.0125  2.7684  1.5622  0.4901
O  -0.4195  -0.1826  0.2122  -1.0083
H  -0.3445  0.7054  0.5942  0.5088
H  0.3965  -0.5046  -0.0858  0.4943
O  -2.9615  -0.0726  1.6982  -0.9636
H  -3.4325  -0.9226  1.7602  0.4691
H  -2.0045  -0.2196  1.3812  0.4845
O  0.1025  -1.7356  -2.2878  -0.9888
H  -0.3695  -1.3236  -1.5368  0.4947
H  -0.5405  -2.2026  -2.8178  0.4976
O  2.2565  1.0804  1.8642  -0.9129
H  2.2905  1.9754  2.2392  0.4627
H  1.3105  0.8844  1.8492  0.4606
O  -0.8445  1.0514  -2.3058  -0.9724
H  0.0665  0.7094  -2.4918  0.4789
H  -1.1135  0.7474  -1.4368  0.4759
O  4.0575  0.2824  -0.3848  -0.9495
H  4.5925  0.3694  -1.2128  0.4584
H  3.1835  0.0364  -0.6318  0.4821
O  1.9585  0.2644  -2.1518  -0.9897
H  2.5295  0.5464  -2.8648  0.4928
H  1.7325  -0.6486  -2.3208  0.5190

Force components x, y, z for each atom (eV/Å):
O 0.177 -0.101 -0.145
H -0.664 0.010 -0.256
H 0.416 0.039 0.453
O 0.090 0.584 -0.115
H -0.130 -0.299 0.134
H 0.012 -0.100 0.022
O -0.352 0.142 0.185
H 0.712 0.139 0.348
H -0.118 0.114 -0.761
O 0.348 0.288 -0.273
H -0.891 -0.171 0.050
H 0.144 0.013 0.230
O 0.544 0.931 -0.537
H -0.264 -0.975 0.741
H -0.275 -0.274 -0.156
O -0.401 -1.001 0.397
H -0.362 -0.178 0.830
H 0.764 1.398 -1.111
O -2.218 0.361 1.090
H 0.326 0.178 -0.249
H 2.280 -0.594 -0.306
O 1.575 -0.266 -0.218
H 0.792 0.408 -0.274
H -2.553 -0.175 0.443
O 0.677 0.149 0.563
H -0.207 -0.558 -0.994
H -0.471 0.113 0.065
O -0.269 0.390 0.326
H 0.341 -0.363 0.049
H 0.189 -0.254 0.033
O 0.708 0.180 -0.926
H -1.352 0.408 0.521
H 0.183 -0.226 -0.046
O 2.444 0.417 -0.271
H -0.992 -0.187 1.109
H -0.912 -0.219 -0.602
O 0.063 0.329 0.162
H 0.178 0.205 -0.220
H -0.531 -0.855 -0.292

Summary:
energy relative to the best compared isomer or geometry (same formula, charge and spin)	262.7	kJ/mol

Entry 5:
Here is C12H35O10SSr as an isolated structure at a distorted geometry from OMol25. Energies are from ωB97M-V/def2-TZVPD.

Last column: natural (NBO) charge in e.
Atoms and positions in Å:
Sr  -0.4345  -0.2464  0.1915  1.8469
S  -3.4762  -1.2093  2.0373  2.6106
O  -3.7193  -1.2619  3.4837  -1.0676
O  -2.2459  -0.4523  1.7122  -1.2084
O  -3.2043  -2.6243  1.6622  -1.0921
O  -4.6248  -0.6405  1.3131  -1.0846
C  3.2738  -2.5902  2.5808  -0.6288
C  2.2077  -2.5170  1.4872  -0.0268
O  1.7120  -1.2709  1.1873  -1.0537
H  2.8426  -2.3753  3.5595  0.1932
H  4.1113  -1.9041  2.3928  0.1769
H  3.8025  -3.5502  2.5853  0.1811
H  1.4364  -3.2304  1.8301  0.1208
H  2.6532  -2.9377  0.5632  0.0862
C  -1.9363  3.7223  -1.1321  -0.6368
C  -2.2263  2.3128  -1.6159  -0.0718
O  -2.3144  1.4134  -0.5186  -0.7668
H  -1.7575  4.4262  -1.9484  0.2052
H  -1.0478  3.7622  -0.4989  0.2064
H  -2.7529  4.0902  -0.5083  0.2136
H  -1.4700  1.9685  -2.3292  0.1657
H  -3.1488  2.2870  -2.2056  0.1707
H  -3.2356  1.3999  -0.2186  0.5236
C  -0.6565  -4.8267  -0.6228  -0.6407
C  -1.5349  -3.6457  -0.9554  -0.0514
O  -1.3921  -2.5620  -0.0501  -0.8447
H  -0.9918  -5.3142  0.2972  0.2157
H  0.3829  -4.5749  -0.4046  0.2160
H  -0.6945  -5.5797  -1.4145  0.1874
H  -2.5944  -3.8983  -1.0636  0.1759
H  -1.2982  -3.2391  -1.9485  0.1284
H  -2.0707  -2.7524  0.6845  0.5263
C  1.7171  -0.8152  -3.7745  -0.6387
C  0.9743  -1.5496  -2.6712  -0.0771
O  -0.1699  -0.7831  -2.2681  -0.7747
H  2.1537  0.1558  -3.5421  0.2155
H  1.1812  -0.7481  -4.7234  0.1980
H  2.6167  -1.3979  -4.0227  0.2090
H  1.5793  -1.6425  -1.7684  0.2168
H  0.6890  -2.5473  -3.0069  0.1775
H  -0.8641  -0.7934  -2.9331  0.4827
C  -0.4325  3.7458  2.7609  -0.6349
C  -0.7846  2.2704  2.6324  -0.0845
O  0.2267  1.5079  1.9668  -0.7674
H  0.5730  3.9377  3.1416  0.1959
H  -1.1733  4.1977  3.4219  0.2150
H  -0.4753  4.2011  1.7698  0.1947
H  -1.7168  2.1887  2.0690  0.2057
H  -1.0496  1.7681  3.5672  0.1951
H  0.9008  1.3477  2.6368  0.4927
C  2.6402  3.1228  -0.0397  -0.6442
C  1.8574  2.4466  -1.1636  -0.0589
O  1.6968  1.0621  -0.8785  -0.7502
H  3.6582  2.7491  0.0756  0.2039
H  2.1389  2.9626  0.9147  0.2310
H  2.6576  4.2050  -0.1978  0.2041
H  2.3664  2.6320  -2.1186  0.1505
H  0.8642  2.8771  -1.2910  0.1738
H  2.5800  0.7200  -0.6900  0.4923

Force components x, y, z for each atom (eV/Å):
Sr 0.595 -1.097 1.368
S -1.565 -1.424 2.039
O 0.114 1.026 -0.072
O 1.140 1.294 -0.368
O 0.099 -0.892 -1.225
O 0.345 0.256 -0.516
C 0.814 0.383 -0.190
C -0.057 0.087 -0.451
O -0.391 0.577 -0.113
H 0.097 -0.023 0.048
H -0.345 0.394 0.012
H -0.500 -0.324 0.173
H -0.244 -0.016 -0.246
H 0.115 -0.441 0.043
C 0.151 0.237 0.153
C -0.202 0.285 -0.298
O -0.084 0.324 -0.650
H -0.194 -0.075 -0.093
H 0.052 -0.251 -0.019
H -0.092 0.020 -0.131
H 0.286 -0.112 0.367
H -0.113 0.084 0.170
H 0.208 -0.571 0.438
C -0.086 -0.619 0.510
C 0.175 1.202 -0.527
O 0.294 -0.999 -0.680
H -0.217 0.051 -0.054
H -0.010 0.367 -0.347
H 0.053 0.020 -0.062
H -0.019 -0.338 0.414
H 0.328 -0.173 -0.073
H -0.524 0.776 0.629
C 1.319 -0.715 -0.523
C -0.050 1.004 -0.298
O -0.231 -0.072 -0.146
H -0.599 0.158 0.458
H -0.343 0.066 0.187
H -0.155 -0.186 -0.002
H 0.035 -0.054 -0.016
H -0.112 -0.015 0.079
H 0.093 -0.226 -0.077
C -0.002 -0.354 -0.086
C -0.650 -0.144 0.088
O -0.085 0.673 0.247
H -0.048 -0.162 0.230
H 0.090 0.259 -0.084
H -0.102 0.161 0.058
H 0.236 -0.178 -0.276
H 0.292 0.246 0.169
H 0.166 -0.479 -0.358
C -0.618 0.415 0.142
C 0.479 0.194 0.342
O 0.210 0.390 -0.563
H 0.034 -0.032 -0.289
H -0.111 -0.126 -0.048
H 0.226 -0.036 -0.078
H 0.064 -0.320 -0.049
H -0.070 -0.063 0.273
H -0.291 -0.432 0.372

Summary:
total charge	-1
energy relative to the best compared isomer or geometry (same formula, charge and spin)	60.5	kJ/mol

Entry 6:
Here is a 17-piece molecular cluster, H33O17 overall at a distorted geometry from OMol25. Energies are from ωB97M-V/def2-TZVPD.

Last column: natural (NBO) charge in e.
Atoms and positions in Å:
O  3.3419  1.4495  0.8487  -0.9634
H  2.6349  1.0762  1.4111  0.4874
H  2.8439  2.1278  0.2826  0.4731
O  -2.5867  -0.9836  1.5949  -1.0735
H  -1.5878  -0.9852  1.1531  0.5089
H  -2.1618  -1.6908  2.1206  0.4602
O  0.4844  -3.2249  -0.4714  -1.0293
H  0.0198  -2.3406  -0.3949  0.5282
H  1.3512  -3.1435  -0.8424  0.4604
O  -0.1383  -4.2373  2.0206  -0.9900
H  -0.1449  -5.1206  1.6036  0.4712
H  -0.0957  -3.5065  1.3650  0.5056
O  -5.4338  -0.2679  -0.5012  -0.9773
H  -4.6560  0.1016  -1.0174  0.4922
O  -3.3426  1.4559  2.0653  -0.9856
H  5.1013  1.3794  -1.7345  0.4729
H  -2.5297  1.7391  1.7033  0.4646
O  1.0341  0.1889  2.9706  -1.0118
H  0.6896  -0.1120  2.1129  0.5203
H  0.7401  -0.3386  3.8041  0.4846
O  4.8251  -0.9836  1.0266  -0.9329
H  4.1037  -1.6155  1.0961  0.4690
H  -4.9014  -0.3296  0.3825  0.4729
O  0.2820  1.9891  -1.4754  -0.9524
H  0.1638  1.0207  -1.6489  0.4721
H  -0.2568  2.2011  -2.2541  0.4780
O  1.5127  -4.3219  -4.4136  -0.9463
H  0.6971  -4.5023  -3.9617  0.4754
H  2.0934  -3.8975  -3.7796  0.4710
O  -0.4747  -0.8618  0.1788  -1.2365
H  -0.5952  -0.0638  -0.3058  0.4331
H  -2.2501  1.2363  -0.5188  0.4767
O  -1.5595  4.8829  -3.0109  -0.9432
H  -1.9356  4.0421  -2.6989  0.4725
H  -0.8273  5.0171  -2.4216  0.4713
O  -2.8475  0.5165  -0.5897  -1.0057
H  -2.8191  -0.2104  0.0321  0.5221
H  -3.3573  0.5355  2.4279  0.5095
O  -0.9266  -3.3369  4.4405  -0.9229
H  -0.5943  -2.4411  4.4063  0.4533
H  -1.7081  -3.3429  3.8835  0.4709
O  5.7684  0.9305  -1.2511  -0.9847
H  5.5867  0.6898  -0.3276  0.5096
H  4.5419  -0.5358  1.8776  0.4668
O  -1.4974  1.9166  -4.2613  -0.9525
H  -1.6261  0.9992  -4.5119  0.4760
H  -1.9802  2.3769  -4.9685  0.4780
O  1.5869  5.2419  0.6849  -0.9271
H  2.4014  4.7749  0.8673  0.4611
H  1.0303  4.5053  1.0006  0.4666

Force components x, y, z for each atom (eV/Å):
O -1.607 1.581 -0.834
H 0.345 0.175 -0.240
H 1.022 -1.579 1.133
O 2.363 -1.737 0.842
H -0.650 1.455 -1.559
H -1.506 -0.266 0.460
O -1.100 -0.548 0.040
H 0.663 0.398 -0.163
H 0.489 0.557 -0.131
O -0.258 -0.154 0.302
H 0.060 1.298 -0.302
H 0.305 -1.442 -0.197
O 2.774 0.283 1.608
H -1.335 -0.376 0.497
O -2.620 -0.021 1.620
H -1.251 0.387 0.318
H 1.380 -0.487 -0.237
O 0.078 -0.483 2.182
H -0.681 -0.768 0.386
H 0.513 1.166 -3.047
O -0.907 0.485 2.369
H -0.057 -0.698 -0.953
H -1.828 0.086 -2.023
O -0.925 -1.634 -1.029
H 0.832 0.576 0.981
H 0.098 1.067 -0.099
O 0.546 -0.008 -0.628
H -0.485 -0.016 0.488
H -0.081 0.044 0.169
O 0.633 -1.121 1.417
H -0.309 0.621 -0.357
H 0.847 0.312 0.807
O -0.696 -0.633 -0.144
H 0.050 0.365 -0.277
H 0.643 0.249 0.416
O -1.605 -0.147 -2.385
H 0.902 0.174 0.704
H 1.103 1.161 -1.052
O -0.213 -0.001 0.764
H 0.039 0.196 -0.084
H 0.090 -0.114 -0.214
O 2.117 -0.806 0.345
H -0.955 0.324 -0.723
H 1.120 0.095 -1.371
O -0.331 0.216 -0.522
H 0.069 -0.347 0.247
H 0.324 0.148 0.471
O -0.454 -1.187 0.481
H 1.068 0.440 -0.171
H -0.620 0.719 -0.305

Summary:
total charge	-1
energy relative to the best compared isomer or geometry (same formula, charge and spin)	375.5	kJ/mol

E values (in eV) by entry order: -24238.908; -52755.923; -48188.472; -27039.224; -45161.517; -35343.545.